(1)
{
  "formula": "C5H8S",
  "method": "ωB97M-V with the def2-TZVPD basis set",
  "elements": ["H", "S", "H", "C", "H", "C", "H", "H", "C", "H", "C", "C", "H", "H"],
  "coordinates": [[-0.03, -0.21, 1.29], [2.82, -0.99, -0.05], [1.09, 0.32, -1.49], [1.32, 0.05, -0.43], [-1.32, 0.29, -1.44], [-1.10, -0.08, -0.46], [3.00, 1.54, -0.29], [-2.58, -1.50, -0.34], [2.36, 0.82, 0.25], [-3.17, 0.13, -0.09], [-2.38, -0.58, 0.20], [0.03, -0.19, 0.23], [2.31, 1.04, 1.28], [-2.36, -0.65, 1.34]],
  "homo_lumo_gap_ev": 9.79,
  "e_tot_ha": -593.4340,
  "smiles": "C/C=C/[C@H]1CS1",
  "homo_energy_ev": -8.7406,
  "relative_energy_kcal_mol": 34.0,
  "e_lumo_ev": 1.05
}

(2)
{
  "formula": "C5H8S",
  "method": "ωB97M-V with the def2-TZVPD basis set",
  "elements": ["H", "C", "C", "H", "H", "H", "H", "S", "C", "C", "H", "H", "H", "C"],
  "coordinates": [[1.45, -0.40, 2.60], [-2.03, 2.43, -1.63], [0.71, -0.77, 1.90], [0.83, -1.82, 2.00], [-3.51, 0.78, -1.80], [1.62, -0.70, -1.41], [1.98, -1.99, -0.27], [0.74, 1.31, 0.06], [1.25, -1.16, -0.51], [-2.83, 1.56, -1.48], [-1.28, 3.21, -1.45], [-0.22, -0.48, 2.37], [0.38, -1.70, -0.91], [0.91, -0.26, 0.53]],
  "homo_lumo_gap_ev": [8.48, 8.48],
  "e_tot_ha": -593.3749,
  "smiles": "CC(C)=S.C#C",
  "homo_energy_ev": [-8.4268, -8.4265],
  "relative_energy_kcal_mol": 71.1,
  "e_lumo_ev": [0.06, 0.06]
}

(3)
{
  "formula": "C5H8S",
  "method": "ωB97M-V with the def2-TZVPD basis set",
  "elements": ["H", "C", "H", "H", "C", "C", "H", "H", "S", "H", "H", "H", "C", "C"],
  "coordinates": [[-0.51, -2.01, -0.20], [1.26, -0.70, 0.72], [1.41, 0.87, -0.90], [1.56, 0.21, 1.39], [-1.08, 1.38, 0.12], [-0.12, -0.88, -0.10], [-0.20, 1.58, -0.96], [-2.06, 2.06, -0.12], [-2.76, -0.77, -0.02], [1.63, -1.22, -1.17], [1.44, -1.85, 0.83], [-0.41, 1.69, 0.96], [-1.29, -0.03, 0.18], [1.13, -0.34, -0.74]],
  "homo_lumo_gap_ev": 8.17,
  "e_tot_ha": -593.3225,
  "homo_energy_ev": -8.3714,
  "relative_energy_kcal_mol": 104.0,
  "e_lumo_ev": -0.20
}

(4)
{
  "formula": "C5H8S",
  "method": "ωB97M-V with the def2-TZVPD basis set",
  "elements": ["S", "H", "H", "C", "C", "H", "H", "H", "C", "H", "H", "C", "C", "H"],
  "coordinates": [[-3.60, 1.44, 0.25], [2.40, -1.79, 0.42], [2.49, -1.82, -1.37], [2.18, 0.12, -0.35], [-1.40, -0.24, 0.28], [-1.92, -0.77, -0.59], [0.85, -1.48, -0.67], [2.23, 2.32, 0.21], [-1.95, 0.84, 0.79], [-3.60, 0.54, -0.61], [-0.45, -0.60, 0.79], [1.99, -1.28, -0.58], [2.18, 1.31, -0.08], [-1.40, 1.41, 1.49]],
  "homo_lumo_gap_ev": 9.72,
  "e_tot_ha": -593.3641,
  "smiles": "C#CC.C=CS",
  "homo_energy_ev": -8.7714,
  "relative_energy_kcal_mol": 77.9,
  "e_lumo_ev": 0.95
}

(5)
{
  "formula": "C5H8S",
  "method": "ωB97M-V with the def2-TZVPD basis set",
  "elements": ["C", "H", "C", "S", "C", "H", "C", "H", "C", "H", "H", "H", "H", "H"],
  "coordinates": [[1.21, -1.38, 0.67], [0.76, 1.18, -1.73], [-3.10, 0.95, 0.15], [2.26, 1.07, 0.25], [-2.30, 0.02, -0.31], [-2.46, 1.88, 0.41], [0.86, -0.01, 0.19], [-0.09, 0.40, 0.36], [1.27, 0.40, -1.16], [-4.08, 0.84, 0.65], [1.98, -0.30, -1.67], [0.45, -2.04, 0.23], [1.06, -1.54, 1.70], [2.18, -1.47, 0.27]],
  "homo_lumo_gap_ev": 7.82,
  "e_tot_ha": -593.3027,
  "homo_energy_ev": -8.5028,
  "relative_energy_kcal_mol": 116.4,
  "e_lumo_ev": -0.68
}

(6)
{
  "formula": "C5H8S2",
  "method": "ωB97M-V with the def2-TZVPD basis set",
  "elements": ["C", "H", "H", "C", "H", "H", "C", "H", "S", "H", "S", "C", "C", "H", "H"],
  "coordinates": [[-1.49, -0.12, -0.55], [-1.42, -2.05, -1.23], [-2.32, -1.99, 0.30], [-0.09, 0.23, -0.74], [-2.05, 0.01, -1.50], [-0.67, -2.16, 0.31], [-1.44, -1.65, -0.27], [-1.98, 0.48, 0.24], [0.87, -0.44, -1.88], [2.59, 1.74, 1.55], [-0.12, 2.07, 1.66], [2.22, 1.14, 0.70], [0.81, 1.32, 0.68], [2.54, 1.27, -0.31], [2.55, 0.14, 1.04]],
  "homo_lumo_gap_ev": 7.35,
  "e_tot_ha": -991.5721,
  "homo_energy_ev": -7.9463,
  "relative_energy_kcal_mol": 71.7,
  "e_lumo_ev": -0.60
}

(7)
{
  "formula": "C5H8S3",
  "method": "ωB97M-V with the def2-TZVPD basis set",
  "elements": ["C", "C", "C", "H", "H", "H", "C", "H", "H", "H", "H", "S", "S", "H", "S", "C"],
  "coordinates": [[2.10, -0.99, 0.53], [-0.46, 0.22, 0.89], [-0.31, -1.17, 0.21], [2.78, -0.88, -0.43], [-1.32, 0.62, -1.98], [1.07, -2.89, 0.26], [0.95, -1.83, 0.13], [-2.41, 2.36, -2.06], [-0.56, 2.63, -1.35], [-1.09, -1.86, 0.24], [2.58, -1.55, 1.37], [-1.83, 1.40, 0.41], [0.28, -1.31, -1.44], [-0.76, 0.39, 2.06], [1.25, 0.75, 1.02], [-1.51, 1.71, -1.42]],
  "homo_lumo_gap_ev": 9.24,
  "e_tot_ha": -1389.7337,
  "smiles": "CS[C@@H]1SC[C@@H]2S[C@H]12",
  "homo_energy_ev": -8.5951,
  "relative_energy_kcal_mol": 82.7,
  "e_lumo_ev": 0.65
}

(8)
{
  "formula": "C5H8S3",
  "method": "ωB97M-V with the def2-TZVPD basis set",
  "elements": ["H", "S", "H", "H", "C", "H", "H", "C", "S", "C", "S", "C", "H", "H", "C", "H"],
  "coordinates": [[0.73, 2.43, -0.19], [1.45, -1.41, -1.42], [2.43, -0.90, -0.64], [1.95, 0.76, -0.74], [-1.17, 0.10, -0.23], [-1.13, 0.48, -1.31], [0.64, -1.98, 0.93], [1.21, 1.20, 0.23], [-2.78, 0.60, 0.35], [0.05, 0.23, 0.54], [-1.99, -2.54, -0.73], [0.40, -1.26, 0.07], [1.92, 1.40, 1.35], [-0.24, 0.23, 1.58], [-1.00, -1.33, -0.36], [-2.45, 2.00, 0.58]],
  "homo_lumo_gap_ev": 8.26,
  "e_tot_ha": -1389.7177,
  "homo_energy_ev": -8.8005,
  "relative_energy_kcal_mol": 92.8,
  "e_lumo_ev": -0.54
}

(9)
{
  "formula": "C5H8S3",
  "method": "ωB97M-V with the def2-TZVPD basis set",
  "elements": ["H", "H", "H", "H", "C", "C", "S", "C", "H", "H", "S", "S", "H", "C", "H", "C"],
  "coordinates": [[1.70, 0.03, 1.53], [0.00, 0.57, -2.06], [-0.88, 1.86, -1.21], [-0.49, -2.12, -1.08], [-1.41, 0.44, 0.94], [-0.17, 1.00, -1.07], [-2.62, -0.10, -0.30], [1.99, 0.10, 0.49], [-1.39, -0.17, 1.80], [-1.27, 1.50, 1.14], [1.58, -1.43, -0.36], [1.29, 1.68, -0.26], [-0.46, -1.97, 0.64], [-0.16, -1.44, -0.26], [3.09, 0.13, 0.33], [-0.82, -0.08, -0.28]],
  "homo_lumo_gap_ev": 9.42,
  "e_tot_ha": -1389.8469,
  "smiles": "C1SCC2(CS1)CS2",
  "homo_energy_ev": -8.7493,
  "relative_energy_kcal_mol": 11.7,
  "e_lumo_ev": 0.67
}

(10)
{
  "formula": "C5H8S3",
  "method": "ωB97M-V with the def2-TZVPD basis set",
  "elements": ["C", "H", "S", "H", "H", "H", "C", "C", "H", "S", "C", "C", "S", "H", "H", "H"],
  "coordinates": [[-3.08, -0.82, -0.12], [-3.99, -0.22, -0.31], [-0.28, -0.86, -0.09], [3.99, 0.17, 0.90], [-3.01, -1.78, -0.64], [3.08, 1.60, 0.63], [0.87, 0.41, -0.40], [-1.82, -0.02, -0.46], [-3.21, -0.94, 0.99], [0.69, 1.94, -0.82], [2.99, 0.55, 0.90], [2.24, -0.22, -0.17], [2.83, -1.50, -0.90], [-1.78, 0.27, -1.51], [2.40, 0.52, 1.85], [-1.93, 0.88, 0.16]],
  "homo_lumo_gap_ev": 7.73,
  "e_tot_ha": -1389.8343,
  "smiles": "CCSC(=S)C(C)=S",
  "homo_energy_ev": -8.5336,
  "relative_energy_kcal_mol": 19.6,
  "e_lumo_ev": -0.81
}

(11)
{
  "formula": "C5H8S3",
  "method": "ωB97M-V with the def2-TZVPD basis set",
  "elements": ["C", "C", "H", "H", "H", "H", "S", "C", "H", "S", "C", "S", "H", "H", "H", "C"],
  "coordinates": [[-1.89, -0.94, 0.81], [-0.38, -1.15, -1.23], [0.72, -1.50, 1.92], [0.67, -0.78, -1.45], [-0.64, 0.03, -2.98], [1.60, -1.39, 0.55], [-0.20, 1.24, -0.01], [-0.60, -0.54, 0.12], [-2.65, -0.67, 0.13], [-1.47, -0.96, -2.49], [1.16, 0.67, 0.97], [2.30, 1.32, 1.87], [-0.49, -2.26, -0.87], [-1.89, -0.25, 1.82], [-1.94, -2.00, 1.01], [0.78, -0.87, 0.99]],
  "homo_lumo_gap_ev": 8.50,
  "e_tot_ha": -1389.7914,
  "smiles": "C[C@]1(CS)CC(=S)S1",
  "homo_energy_ev": -8.6098,
  "relative_energy_kcal_mol": 46.6,
  "e_lumo_ev": -0.11
}

(12)
{
  "formula": "C5H9B",
  "method": "ωB97M-V with the def2-TZVPD basis set",
  "elements": ["H", "H", "H", "H", "C", "C", "C", "H", "H", "H", "C", "B", "H", "C", "H"],
  "coordinates": [[-2.69, -0.96, 0.45], [0.21, -1.68, 1.44], [2.49, -1.42, 0.23], [0.40, 2.24, 0.67], [0.43, 1.40, -0.14], [1.74, -0.68, 0.02], [-2.09, -0.09, -0.08], [-0.13, -1.73, -0.39], [0.36, 1.83, -1.16], [2.66, 1.07, -0.59], [0.20, -1.09, 0.52], [-0.60, 0.19, 0.26], [-2.74, 0.79, 0.02], [1.75, 0.64, -0.20], [-1.98, -0.51, -1.05]],
  "homo_lumo_gap_ev": 9.72,
  "e_tot_ha": -220.6977,
  "smiles": "CB1CC=CC1",
  "homo_energy_ev": -9.1069,
  "relative_energy_kcal_mol": 21.6,
  "e_lumo_ev": 0.61
}

(13)
{
  "formula": "C5H9B",
  "method": "ωB97M-V with the def2-TZVPD basis set",
  "elements": ["H", "C", "H", "H", "H", "H", "C", "C", "H", "B", "H", "H", "C", "H", "C"],
  "coordinates": [[0.69, 2.47, 1.35], [-1.07, 1.23, 0.77], [-1.61, 2.05, 0.21], [0.35, -2.09, -2.10], [-1.84, 0.12, -0.99], [-1.38, 1.17, 1.92], [0.45, 1.59, 0.87], [0.86, -1.84, -1.12], [0.52, -2.64, -0.49], [0.36, -0.43, -0.38], [-1.68, -1.05, 0.57], [2.02, -1.97, -1.28], [-1.27, -0.15, -0.08], [2.32, 0.80, 0.46], [1.28, 0.73, 0.29]],
  "homo_lumo_gap_ev": 10.65,
  "e_tot_ha": -220.7090,
  "smiles": "CB1C=CCC1",
  "homo_energy_ev": -9.9134,
  "relative_energy_kcal_mol": 14.5,
  "e_lumo_ev": 0.73
}

(14)
{
  "formula": "C5H9BO3",
  "method": "ωB97M-V with the def2-TZVPD basis set",
  "elements": ["H", "H", "H", "H", "H", "C", "B", "O", "O", "H", "H", "C", "C", "H", "C", "H", "O", "C"],
  "coordinates": [[-3.01, -0.18, 0.99], [0.13, -1.10, 1.13], [0.88, -1.57, -1.91], [2.32, 1.06, 1.69], [1.73, 2.30, -0.11], [-0.14, -1.27, -1.76], [-1.47, 0.32, 0.03], [-2.20, -0.62, 0.69], [-1.52, 1.62, 0.25], [1.84, -1.44, 1.67], [-2.12, 2.12, 0.82], [1.30, 1.33, -0.06], [1.16, -0.69, 1.31], [-0.60, -1.02, -2.75], [-0.11, -0.12, -0.80], [-0.48, -2.16, -1.10], [0.73, 0.83, -1.15], [1.57, 0.61, 1.07]],
  "homo_lumo_gap_ev": [7.19, 7.25],
  "e_tot_ha": -446.4340,
  "homo_energy_ev": [-7.0011, -7.0793],
  "relative_energy_kcal_mol": 72.3,
  "e_lumo_ev": [0.19, 0.17]
}

(15)
{
  "formula": "C5H9Br",
  "method": "ωB97M-V with the def2-TZVPD basis set",
  "elements": ["H", "H", "C", "H", "H", "H", "Br", "H", "C", "C", "H", "C", "H", "C", "H"],
  "coordinates": [[-0.30, 3.89, -0.14], [0.41, -2.44, 1.59], [-0.07, -1.36, 1.40], [-1.11, -1.72, 1.33], [0.05, -2.45, -1.36], [-0.91, -1.09, -1.54], [2.14, 0.09, 0.07], [0.67, -0.76, -2.18], [0.38, -0.76, 0.09], [-0.84, 1.83, -0.05], [1.14, 2.58, 0.01], [-0.03, 2.81, -0.05], [0.09, -0.71, 2.21], [0.14, -1.34, -1.32], [-1.77, 1.43, -0.06]],
  "homo_lumo_gap_ev": [8.34, 8.41],
  "e_tot_ha": -2769.7181,
  "homo_energy_ev": [-7.7892, -8.0999],
  "relative_energy_kcal_mol": 102.1,
  "e_lumo_ev": [0.55, 0.31]
}

(16)
{
  "formula": "C5H9BrCl8NO2",
  "method": "ωB97M-V with the def2-TZVPD basis set",
  "elements": ["H", "C", "Br", "C", "C", "O", "C", "Cl", "Cl", "Cl", "H", "H", "C", "N", "Cl", "H", "H", "Cl", "Cl", "Cl", "Cl", "O", "H", "H", "H", "H"],
  "coordinates": [[-3.39, -6.28, 1.11], [4.79, 2.82, -2.91], [-2.04, 0.08, 2.48], [0.31, -0.09, -2.98], [-1.37, 0.32, 0.61], [-2.77, -2.63, 0.05], [-2.50, -5.83, 1.56], [-2.76, -5.69, 3.31], [-0.51, 3.11, 1.82], [5.24, 4.44, -2.39], [-2.03, 1.14, 0.07], [-0.47, -0.07, -2.21], [-0.47, 3.97, 3.37], [-2.06, -1.91, 0.77], [0.02, 1.22, -4.12], [0.27, -1.04, -3.51], [-1.30, 4.67, 3.41], [-1.10, -6.84, 1.21], [1.89, 0.07, -2.20], [-0.60, 2.84, 4.72], [5.51, 1.59, -1.86], [-1.65, -0.94, -0.09], [0.48, 4.51, 3.45], [5.15, 2.66, -3.93], [3.70, 2.72, -2.88], [-2.34, -4.84, 1.15]],
  "homo_lumo_gap_ev": 5.24,
  "e_tot_ha": -6656.5562,
  "total_charge": -1,
  "homo_energy_ev": -2.8136,
  "e_lumo_ev": 2.43
}